{"formula": "C4H5NO2", "method": "ωB97M-V/def2-TZVPD", "largest_force_ev_per_a": 0.62, "smiles": "NC#C[C@H](O)C=O", "homo_energy_ev": -9.230, "orbital_gap_ev": 9.8, "total_charge": 0, "symbols": ["N", "C", "C", "C", "O", "C", "O", "H", "H", "H", "H", "H"], "positions_angstrom": [[-2.586, -0.810, -0.132], [-1.262, -0.608, -0.071], [-0.055, -0.480, -0.024], [1.237, 0.129, -0.344], [2.362, -0.394, 0.336], [1.061, 1.595, 0.055], [0.727, 2.476, -0.693], [-3.116, -0.526, 0.680], [-2.867, -1.703, -0.509], [1.393, 0.050, -1.427], [2.069, -1.119, 0.899], [1.227, 1.758, 1.142]]}



{"formula": "C5H8O2", "method": "ωB97M-V/def2-TZVPD", "largest_force_ev_per_a": 0.71, "smiles": "O=C1CC[C@@H]1CO", "homo_energy_ev": -9.609, "orbital_gap_ev": 10.4, "total_charge": 0, "symbols": ["O", "C", "C", "C", "C", "C", "O", "H", "H", "H", "H", "H", "H", "H", "H"], "positions_angstrom": [[2.315, 0.519, 0.480], [1.575, -0.560, -0.086], [0.117, -0.271, 0.253], [-0.510, 0.954, -0.435], [-1.914, 0.368, -0.252], [-1.205, -0.999, -0.181], [-1.528, -2.113, -0.486], [3.255, 0.350, 0.332], [1.929, -1.517, 0.323], [1.712, -0.576, -1.177], [0.041, -0.166, 1.345], [-0.311, 1.943, -0.028], [-0.237, 0.913, -1.496], [-2.668, 0.568, -1.017], [-2.324, 0.621, 0.733]]}



{"formula": "C20H28N6O3", "method": "ωB97M-V/def2-TZVPD", "largest_force_ev_per_a": 18.96, "homo_energy_ev": -8.210, "orbital_gap_ev": 8.7, "total_charge": 0, "symbols": ["C", "H", "O", "C", "C", "C", "C", "C", "C", "H", "H", "C", "C", "N", "N", "N", "N", "C", "H", "H", "C", "C", "H", "C", "H", "C", "H", "O", "H", "H", "H", "H", "N", "C", "C", "H", "H", "C", "C", "O", "N", "H", "H", "C", "C", "H", "H", "H", "H", "H", "H", "H", "H", "H", "H", "H", "H"], "positions_angstrom": [[-6.218, -2.855, 0.281], [-7.089, -3.112, -0.226], [-5.308, -2.393, -0.926], [-4.121, -2.149, -0.690], [-3.545, -2.258, 0.434], [-2.305, -1.772, 0.761], [-1.594, -1.451, -0.236], [-2.137, -1.349, -1.774], [-3.483, -1.735, -1.881], [-3.866, -1.844, -2.763], [-1.612, -0.901, -2.517], [-0.194, -0.703, -0.394], [0.769, -1.739, 0.568], [0.468, -2.557, 1.390], [1.506, -2.974, 1.941], [2.385, -2.162, 2.005], [2.058, -1.379, 1.057], [2.819, -0.211, 0.608], [3.659, 0.212, 1.261], [2.190, 0.743, 0.400], [3.601, -0.592, -0.817], [4.486, -1.668, -0.278], [4.314, -2.544, -0.927], [5.911, -1.182, -0.691], [6.780, -1.410, -0.469], [5.854, 0.302, -0.786], [6.424, 0.669, -1.445], [4.471, 0.656, -1.219], [5.837, 0.596, 0.367], [6.222, -1.554, -1.825], [4.603, -1.889, 0.580], [2.905, -0.852, -1.653], [0.027, 0.670, 0.055], [-0.540, 1.360, -1.039], [-0.119, 2.859, -0.738], [1.047, 3.167, -0.672], [-0.399, 3.572, -1.730], [-0.640, 3.425, 0.872], [-2.173, 3.629, 0.561], [-3.073, 3.041, 1.245], [-2.464, 4.525, -0.102], [-2.030, 5.276, -0.491], [-3.626, 4.753, -0.322], [-0.280, 2.266, 1.718], [-0.719, 1.042, 1.237], [-0.089, 0.228, 2.061], [-1.626, 0.793, 1.313], [-0.593, 2.515, 2.668], [0.877, 2.560, 1.734], [-0.340, 4.453, 0.890], [-0.068, 1.209, -2.019], [-1.592, 1.478, -1.140], [0.581, -0.847, -1.375], [-1.731, -1.767, 1.786], [-3.996, -2.424, 1.593], [-6.338, -1.936, 1.119], [-5.886, -3.793, 0.642]]}



{"formula": "C50H41N6O31S2", "method": "ωB97M-V/def2-TZVPD", "largest_force_ev_per_a": 9.00, "homo_energy_ev": -11.054, "orbital_gap_ev": 5.6, "total_charge": 1, "symbols": ["C", "S", "O", "O", "C", "N", "N", "N", "C", "C", "C", "C", "S", "C", "N", "N", "C", "O", "N", "H", "H", "H", "H", "H", "H", "H", "H", "H", "H", "H", "H", "H", "C", "C", "C", "O", "C", "C", "C", "O", "O", "O", "H", "H", "H", "H", "C", "C", "C", "O", "C", "C", "C", "O", "O", "O", "H", "H", "H", "H", "C", "C", "C", "O", "C", "C", "C", "O", "O", "O", "H", "H", "H", "H", "C", "C", "C", "O", "C", "C", "C", "O", "O", "O", "H", "H", "H", "H", "C", "C", "C", "O", "C", "C", "C", "O", "O", "O", "H", "H", "H", "H", "C", "C", "C", "O", "C", "C", "C", "O", "O", "O", "H", "H", "H", "H", "C", "C", "C", "O", "C", "C", "C", "O", "O", "O", "H", "H", "H", "H"], "positions_angstrom": [[2.402, -1.134, 5.608], [2.677, -2.051, 3.954], [4.197, -2.102, 3.650], [2.119, -3.493, 4.026], [1.753, -1.055, 2.664], [0.407, -1.232, 1.997], [0.381, -0.082, 1.175], [1.523, 0.692, 1.299], [1.962, 1.994, 0.674], [1.524, 3.351, 1.469], [1.028, 3.150, 3.013], [-0.585, 3.440, 3.182], [-1.403, 2.341, 4.481], [-2.392, 0.953, 3.671], [-2.352, -0.556, 3.982], [-3.188, -1.389, 3.233], [-3.856, -0.384, 2.299], [-3.400, 1.011, 2.573], [2.488, 0.177, 2.184], [1.221, -1.076, 5.763], [2.919, -1.682, 6.516], [2.819, -0.020, 5.509], [3.126, 2.023, 0.450], [1.438, 2.042, -0.398], [2.364, 4.179, 1.461], [0.605, 3.818, 0.873], [1.601, 3.970, 3.665], [1.287, 2.120, 3.502], [-1.160, 3.285, 2.170], [-0.681, 4.547, 3.581], [-4.646, -0.758, 1.490], [3.408, 0.600, 2.435], [6.025, -8.193, 2.321], [5.392, -8.285, 3.492], [4.663, -7.122, 4.070], [4.074, -7.242, 5.139], [4.683, -5.855, 3.323], [5.320, -5.763, 2.153], [6.025, -6.933, 1.563], [6.586, -6.823, 0.477], [5.345, -4.574, 1.447], [5.390, -9.465, 4.212], [6.558, -9.031, 1.889], [4.164, -5.013, 3.763], [5.866, -4.764, 0.636], [4.865, -9.277, 5.020], [2.745, 3.066, -4.168], [2.402, 3.367, -5.422], [1.078, 2.973, -5.978], [0.785, 3.280, -7.128], [0.164, 2.215, -5.110], [0.508, 1.911, -3.857], [1.820, 2.329, -3.293], [2.100, 2.051, -2.131], [-0.346, 1.197, -3.037], [3.267, 4.057, -6.252], [3.703, 3.348, -3.750], [-0.788, 1.920, -5.533], [0.129, 1.106, -2.182], [2.790, 4.153, -7.104], [1.078, 7.729, 2.686], [1.319, 9.041, 2.673], [0.500, 9.970, 1.845], [0.733, 11.173, 1.868], [-0.569, 9.393, 1.016], [-0.808, 8.080, 1.026], [-0.007, 7.155, 1.875], [-0.262, 5.956, 1.877], [-1.809, 7.531, 0.247], [2.339, 9.587, 3.430], [1.664, 7.043, 3.285], [-1.145, 10.077, 0.405], [-1.784, 6.566, 0.431], [2.309, 10.552, 3.251], [-5.875, 9.533, 2.852], [-7.163, 9.184, 2.813], [-7.722, 8.417, 1.666], [-8.905, 8.094, 1.668], [-6.817, 8.076, 0.558], [-5.530, 8.428, 0.595], [-4.965, 9.171, 1.754], [-3.774, 9.465, 1.768], [-4.675, 8.113, -0.445], [-8.025, 9.523, 3.840], [-5.454, 10.089, 3.680], [-7.241, 7.534, -0.278], [-3.800, 8.474, -0.181], [-8.898, 9.157, 3.579], [-4.475, -7.821, 2.808], [-5.171, -6.834, 2.241], [-4.741, -5.414, 2.364], [-5.390, -4.531, 1.816], [-3.536, -5.125, 3.157], [-2.842, -6.112, 3.728], [-3.256, -7.534, 3.581], [-2.588, -8.420, 4.102], [-1.710, -5.847, 4.477], [-6.318, -7.096, 1.515], [-4.774, -8.858, 2.725], [-3.245, -4.087, 3.254], [-1.388, -6.723, 4.781], [-6.637, -6.220, 1.206], [1.639, -5.330, -2.581], [1.112, -4.320, -3.275], [0.843, -3.001, -2.638], [0.376, -2.086, -3.307], [1.150, -2.851, -1.207], [1.674, -3.863, -0.512], [1.968, -5.172, -1.156], [2.467, -6.078, -0.495], [1.962, -3.730, 0.834], [0.798, -4.462, -4.614], [1.842, -6.294, -3.031], [0.933, -1.893, -0.753], [2.332, -4.597, 1.108], [0.433, -3.593, -4.890], [1.030, -4.658, -8.117], [0.061, -3.743, -8.179], [-0.554, -3.354, -9.479], [-1.456, -2.524, -9.502], [-0.040, -3.989, -10.702], [0.933, -4.901, -10.640], [1.527, -5.310, -9.339], [2.407, -6.164, -9.312], [1.422, -5.500, -11.786], [-0.410, -3.124, -7.036], [1.484, -4.952, -7.179], [-0.483, -3.683, -11.641], [2.117, -6.122, -11.479], [-1.109, -2.506, -7.343]]}



{"formula": "C25H24F28O6Si", "method": "ωB97M-V/def2-TZVPD", "largest_force_ev_per_a": 0.64, "smiles": "C#C[Si@](CC(=O)OC(C)=O)(C[C@@H](C)F)C(F)(F)F.FC(F)C(F)(F)COC(F)(F)C(F)F.FC(F)C(F)(F)COC(F)(F)C(F)F.FC(F)C(F)(F)COC(F)(F)C(F)F", "homo_energy_ev": -11.081, "orbital_gap_ev": 11.4, "total_charge": 0, "symbols": ["C", "C", "Si", "C", "C", "O", "O", "C", "C", "O", "C", "C", "C", "F", "C", "F", "F", "F", "H", "H", "H", "H", "H", "H", "H", "H", "H", "H", "H", "H", "C", "C", "C", "F", "F", "F", "F", "O", "C", "C", "F", "F", "F", "F", "H", "H", "H", "H", "C", "C", "C", "F", "F", "F", "F", "O", "C", "C", "F", "F", "F", "F", "H", "H", "H", "H", "C", "C", "C", "F", "F", "F", "F", "O", "C", "C", "F", "F", "F", "F", "H", "H", "H", "H"], "positions_angstrom": [[-1.262, -2.651, 4.202], [-1.866, -3.156, 3.291], [-2.764, -3.932, 1.899], [-1.871, -3.629, 0.277], [-1.237, -2.273, 0.234], [-1.802, -1.275, 0.579], [0.056, -2.262, -0.253], [1.075, -1.923, 0.655], [0.905, -0.699, 1.502], [2.036, -2.627, 0.691], [-4.602, -3.584, 1.939], [-5.095, -2.303, 1.269], [-4.704, -1.013, 1.989], [-4.636, -2.280, -0.059], [-2.601, -5.830, 2.199], [-1.330, -6.278, 2.146], [-3.285, -6.496, 1.226], [-3.117, -6.232, 3.377], [-0.651, -2.340, 5.021], [-1.110, -4.401, 0.142], [-2.579, -3.731, -0.548], [0.622, -1.035, 2.502], [0.137, -0.019, 1.147], [1.863, -0.189, 1.568], [-5.116, -4.432, 1.475], [-4.924, -3.566, 2.983], [-6.184, -2.361, 1.201], [-5.582, -0.380, 2.128], [-4.294, -1.223, 2.976], [-3.978, -0.450, 1.408], [-1.545, 0.555, -2.472], [-1.859, 1.910, -1.821], [-2.775, 2.882, -2.568], [-2.218, 3.286, -3.724], [-2.943, 3.963, -1.774], [-0.715, 2.540, -1.476], [-2.527, 1.620, -0.664], [-0.298, 0.435, -3.130], [-0.162, 0.716, -4.465], [0.875, 1.820, -4.701], [0.492, 2.954, -4.079], [0.953, 2.065, -6.029], [-1.337, 1.008, -5.048], [0.316, -0.399, -5.070], [-1.472, -0.131, -1.630], [-2.370, 0.209, -3.095], [-3.750, 2.428, -2.764], [1.849, 1.509, -4.326], [-1.870, 4.298, 2.096], [-1.061, 5.603, 2.078], [0.283, 5.594, 1.342], [1.148, 4.745, 1.931], [0.811, 6.837, 1.396], [-0.898, 6.069, 3.333], [-1.828, 6.503, 1.393], [-1.801, 3.511, 3.274], [-0.869, 2.521, 3.429], [0.003, 2.756, 4.669], [0.690, 3.906, 4.552], [0.888, 1.738, 4.776], [-0.120, 2.336, 2.328], [-1.538, 1.361, 3.654], [-2.911, 4.615, 2.048], [-1.681, 3.704, 1.202], [0.148, 5.310, 0.295], [-0.622, 2.793, 5.563], [4.163, -1.609, -1.923], [4.154, -0.268, -2.668], [4.739, -0.233, -4.084], [6.056, -0.502, -4.072], [4.565, 1.013, -4.588], [4.707, 0.699, -1.914], [2.831, 0.053, -2.842], [5.181, -1.786, -0.957], [6.391, -2.345, -1.266], [7.549, -1.396, -0.923], [7.450, -0.260, -1.638], [8.716, -1.999, -1.239], [6.456, -2.756, -2.545], [6.549, -3.438, -0.485], [3.242, -1.615, -1.343], [4.104, -2.450, -2.614], [4.225, -0.947, -4.732], [7.535, -1.160, 0.143]]}